# 1
# C22H14FIN4O9PdS

A molecular structure, C22H14FIN4O9PdS in a non-equilibrium geometry (ωB97M-V/def2-TZVPD, the Open Molecules 2025 dataset).

The geometry in XYZ format:
```
53
C22H14FIN4O9PdS (ωB97M-V/def2-TZVPD)
Pd -0.40 -0.60 -0.15
O -2.36 -6.21 2.31
C -1.98 -5.22 1.77
C -2.77 -4.38 0.75
O -3.87 -4.60 0.34
C -1.88 -3.22 0.40
C -0.69 -3.25 1.21
O 0.14 -2.31 1.20
C -0.61 -4.53 1.98
O 0.32 -4.96 2.60
O -2.08 -2.31 -0.42
I 2.11 -1.36 -1.28
C 1.39 -0.88 -3.17
C 2.24 -1.00 -4.22
C 1.75 -0.74 -5.53
C 0.45 -0.41 -5.72
C -0.44 -0.29 -4.62
C -1.81 0.04 -4.83
C -2.67 0.15 -3.79
C -2.21 -0.04 -2.46
C -0.90 -0.34 -2.24
C 0.02 -0.50 -3.30
H 3.27 -1.30 -4.07
H 2.43 -0.83 -6.37
H 0.07 -0.23 -6.72
H -2.15 0.18 -5.85
H -3.71 0.38 -3.96
H -2.90 0.04 -1.63
F 3.65 -0.52 5.08
C 3.25 0.65 4.57
C 3.03 0.79 3.27
N 2.64 2.00 2.71
C 2.36 2.10 1.29
C 1.14 1.35 0.85
O 0.63 1.64 -0.26
O 0.70 0.39 1.55
C 2.42 3.12 3.50
O 2.05 4.18 3.06
N 2.68 2.92 4.84
C 3.08 1.76 5.49
O 3.26 1.72 6.69
H 3.15 -0.04 2.59
H 3.20 1.72 0.71
H 2.23 3.15 1.05
H 2.54 3.73 5.43
N -3.86 2.41 1.19
C -2.74 1.84 0.73
N -1.95 2.58 -0.04
S -2.43 0.22 1.16
H -4.09 3.37 1.01
H -4.50 1.85 1.74
H -2.15 3.55 -0.21
H -1.01 2.24 -0.28
```

Calculated values
Kohn-Sham gap (spin up / spin down) = 8.0 / 6.2 eV
2S+1 = 5
Charge = 0
Lowest unoccupied orbital energy (spin up / spin down) = -0.47 / -2.60 eV

natural (NBO) atomic charge list, values in e, 4 entries: 1.144, -0.425, 0.379, 0.371

# 2
# C14H26NO11P3S

A molecular structure, C14H26NO11P3S in a non-equilibrium geometry (ωB97M-V/def2-TZVPD, the Open Molecules 2025 dataset).

The geometry in XYZ format:
```
56
C14H26NO11P3S (ωB97M-V/def2-TZVPD)
C 4.55 0.72 -0.10
C 4.35 -0.57 -1.03
C 5.56 -1.32 -1.63
C 5.36 -2.55 -2.54
C 3.94 -3.09 -2.86
C 2.71 -2.35 -2.27
C 2.92 -1.09 -1.36
C 1.58 -0.34 -0.83
O 0.54 -0.67 -1.78
P -1.01 -0.37 -1.15
O -0.97 1.03 -0.50
O -2.09 -0.32 -2.46
P -3.64 0.28 -2.05
S -4.13 0.15 -0.17
O -1.32 -1.60 -0.01
P -1.73 -3.12 -0.74
N -3.52 -3.16 -0.68
O -1.29 -3.20 -2.39
H 4.53 1.64 -0.78
H 5.56 0.66 0.43
H 3.66 0.80 0.61
H 6.62 -0.96 -1.40
H 6.29 -3.04 -2.97
H 3.75 -4.00 -3.52
H 1.68 -2.76 -2.53
H 1.79 0.79 -0.90
H 1.34 -0.62 0.26
H -4.62 -0.49 -2.78
H -3.74 1.62 -2.56
H -3.83 -4.00 -1.20
H -3.71 -3.28 0.34
H -2.12 -3.38 -2.91
C 8.63 0.81 4.54
O 7.51 1.08 3.69
C 6.35 1.25 4.34
O 6.20 1.21 5.53
O 5.39 1.50 3.43
C 4.10 1.71 3.98
H 9.51 0.69 3.90
H 8.80 1.65 5.21
H 8.47 -0.11 5.10
H 4.09 2.58 4.63
H 3.76 0.82 4.52
H 3.41 1.89 3.15
C -10.79 1.61 -1.73
O -9.72 2.50 -1.41
C -8.77 1.96 -0.63
O -8.75 0.83 -0.21
O -7.84 2.90 -0.40
C -6.76 2.47 0.42
H -11.49 2.14 -2.36
H -10.41 0.75 -2.29
H -11.31 1.28 -0.83
H -6.22 1.64 -0.05
H -7.12 2.18 1.41
H -6.07 3.31 0.54
```

Calculated values
Kohn-Sham gap = 8.6 eV
Charge = 0
Lowest unoccupied orbital energy = 0.15 eV

natural (NBO) atomic charge list, values in e, 4 entries: -0.656, -0.002, -0.231, -0.219

# 3
# CH5NO3Si

A single CH5NO3Si molecule in a non-equilibrium geometry (ωB97M-V/def2-TZVPD, the Open Molecules 2025 dataset).

The geometry in XYZ format:
```
11
CH5NO3Si (ωB97M-V/def2-TZVPD)
O -2.44 1.21 0.62
N -1.98 0.25 0.04
O -2.56 -0.28 -0.92
C -0.85 -0.31 0.63
O -0.76 -1.66 0.41
Si 0.67 0.49 -0.40
H -0.88 -0.25 1.75
H -1.56 -2.09 -0.02
H 1.71 0.61 0.56
H 0.73 -0.27 -1.56
H 0.11 1.89 -0.28
```

Calculated values
Kohn-Sham gap = 10.1 eV
Energy above the lowest of the compared OMol25 structures with the same formula, charge and spin = 2.494 eV
Charge = 0
Lowest unoccupied orbital energy = -0.08 eV
SMILES string = O=[N+]([O-])[C@@H](O)[SiH3]

natural (NBO) atomic charge list, values in e, 4 entries: -0.364, 0.480, -0.420, -0.128

# 4
# CoFH2O

A molecular structure, CoFH2O in a non-equilibrium geometry (ωB97M-V/def2-TZVPD, the Open Molecules 2025 dataset).

The geometry in XYZ format:
```
5
CoFH2O (ωB97M-V/def2-TZVPD)
H -0.21 0.79 0.73
O 0.54 0.50 0.19
H 1.10 1.22 -0.10
F -1.45 -1.18 0.07
Co 0.02 -1.33 -0.90
```

Calculated values
Kohn-Sham gap (spin up / spin down) = 7.3 / 10.1 eV
Energy above the lowest of the compared OMol25 structures with the same formula, charge and spin = 0.000 eV
2S+1 = 5
Charge = 0
Lowest unoccupied orbital energy (spin up / spin down) = 0.34 / -0.67 eV

natural (NBO) atomic charge list, values in e, 4 entries: 0.520, -0.999, 0.504, -0.844